1.
Entry from OMol25: a single C3H4N2O molecule (wB97M-V/def2-TZVPD).

Each line ends with the natural charge from an NBO analysis.
Cartesian coordinates (Å):
O1 -0.287 -0.330 -2.391  -0.59
N1 1.217 0.387 -0.758  -0.42
N2 1.130 0.202 0.569  -0.22
C1 0.078 -0.371 1.086  0.03
C2 0.019 -0.112 -1.237  0.61
C3 -0.831 -0.622 -0.057  -0.61
H1 1.928 0.524 1.109  0.42
H2 -0.943 -1.639 -0.436  0.29
H3 -0.047 -0.459 2.158  0.22
H4 -1.840 -0.221 0.078  0.27

Calculated values
**Frontier orbital gap**: 8.8 eV
**Total charge**: 0
**ΔE to the lowest compared entry with this formula, charge and spin**: 216.6 kJ/mol

2.
Entry from OMol25: a single C3H4N2O molecule (wB97M-V/def2-TZVPD).

Each line ends with the natural charge from an NBO analysis.
Cartesian coordinates (Å):
O1 0.177 -0.925 0.368  -0.47
N1 1.940 0.369 -0.315  -0.71
N2 -2.995 0.472 0.236  -0.58
C1 1.484 -0.618 0.327  0.41
C2 -0.637 -0.156 -0.447  -0.11
C3 -1.858 0.112 -0.070  0.35
H1 2.951 0.402 -0.227  0.36
H2 -2.875 1.430 0.563  0.37
H3 2.030 -1.357 0.914  0.16
H4 -0.217 0.269 -1.349  0.24

Calculated values
**Frontier orbital gap**: 9.7 eV
**Total charge**: 0
**SMILES**: [H]/N=C/OC=C=N
**ΔE to the lowest compared entry with this formula, charge and spin**: 268.2 kJ/mol

3.
Entry from OMol25: a single C3H4N2O molecule at a distorted geometry (wB97M-V/def2-TZVPD).

Each line ends with the natural charge from an NBO analysis.
Cartesian coordinates (Å):
O1 1.947 3.053 -2.893  -0.41
N1 0.068 -0.079 0.088  -0.45
N2 -1.220 -0.591 0.577  -0.65
C1 1.411 1.260 -1.287  -0.68
C2 0.089 0.736 -0.954  0.04
C3 1.638 2.262 -2.121  0.81
H1 2.200 0.709 -0.863  0.24
H2 -1.432 -1.300 -0.147  0.35
H3 0.909 -0.190 0.724  0.37
H4 -2.016 0.068 0.543  0.37

Calculated values
**Frontier orbital gap**: 9.0 eV
**Total charge**: 0
**ΔE to the lowest compared entry with this formula, charge and spin**: 407.8 kJ/mol

4.
Entry from OMol25: a molecular structure, C3H4N2O (wB97M-V/def2-TZVPD).

Each line ends with the natural charge from an NBO analysis.
Cartesian coordinates (Å):
O1 -0.179 -0.873 1.757  -0.42
N1 1.681 -0.226 -0.415  -0.77
N2 -1.282 -0.829 1.208  0.08
C1 -0.578 1.006 -0.320  -0.34
C2 0.510 0.321 -0.251  0.39
C3 -1.366 -0.191 -0.004  -0.20
H1 2.047 -0.831 0.309  0.42
H2 -0.886 2.025 -0.523  0.23
H3 2.296 0.053 -1.170  0.40
H4 -2.243 -0.456 -0.590  0.20

Calculated values
**Frontier orbital gap**: 8.6 eV
**Total charge**: 0
**ΔE to the lowest compared entry with this formula, charge and spin**: 573.5 kJ/mol

5.
Entry from OMol25: 2 unconnected molecules or ions with the total composition C3H4N2O (wB97M-V/def2-TZVPD).

Each line ends with the natural charge from an NBO analysis.
Cartesian coordinates (Å):
O1 1.778 0.807 -1.355  -0.48
N1 -1.111 -1.353 0.669  -0.64
N2 1.944 -0.634 0.536  -0.82
C1 -1.486 -0.307 0.151  0.42
C2 -1.977 0.782 -0.394  -0.67
C3 1.893 0.150 -0.399  0.88
H1 -2.176 0.816 -1.460  0.25
H2 -0.096 -1.450 0.742  0.40
H3 -2.243 1.628 0.228  0.24
H4 2.443 -0.439 1.391  0.43

Calculated values
**Frontier orbital gap**: 9.5 eV
**Total charge**: 0
**SMILES**: C=C=N.N=C=O
**ΔE to the lowest compared entry with this formula, charge and spin**: 168.9 kJ/mol

6.
Entry from OMol25: a molecular structure, C3H4N2O at a distorted geometry (wB97M-V/def2-TZVPD).

Each line ends with the natural charge from an NBO analysis.
Cartesian coordinates (Å):
O1 1.058 -0.065 -1.273  -0.40
N1 -1.076 0.792 -0.708  -0.36
N2 1.446 -0.135 0.081  -0.30
C1 -0.838 0.704 0.573  0.07
C2 -0.438 -0.484 -0.856  0.21
C3 0.077 -0.469 0.580  -0.19
H1 1.776 0.783 0.400  0.34
H2 0.053 -1.263 1.318  0.22
H3 -0.902 -1.261 -1.454  0.21
H4 -1.156 1.398 1.337  0.19

Calculated values
**Frontier orbital gap**: 9.5 eV
**Total charge**: 0
**ΔE to the lowest compared entry with this formula, charge and spin**: 506.8 kJ/mol

7.
Entry from OMol25: a single C3H4N2O molecule at a distorted geometry (wB97M-V/def2-TZVPD).

Each line ends with the natural charge from an NBO analysis.
Cartesian coordinates (Å):
O1 0.031 1.343 2.087  -0.64
N1 -0.872 0.327 -0.340  -0.56
N2 0.393 -1.089 -1.627  -0.69
C1 0.079 0.361 0.433  0.63
C2 0.955 0.421 1.405  -0.23
C3 -0.733 -0.529 -1.413  0.26
H1 -1.630 -0.614 -2.020  0.17
H2 0.342 -1.666 -2.460  0.35
H3 -0.566 0.803 2.619  0.48
H4 2.011 0.649 1.352  0.23

Calculated values
**Frontier orbital gap**: 9.0 eV
**Total charge**: 0
**SMILES**: [H]/N=C/N=C=CO
**ΔE to the lowest compared entry with this formula, charge and spin**: 453.1 kJ/mol

8.
Entry from OMol25: 2 unconnected molecules or ions with the total composition C3H4N2O (wB97M-V/def2-TZVPD).

Each line ends with the natural charge from an NBO analysis.
Cartesian coordinates (Å):
O1 0.948 -3.699 0.175  -0.43
N1 0.360 -2.672 0.414  0.20
N2 -0.984 1.333 0.351  -0.85
C1 -0.217 -1.698 0.659  -0.06
C2 0.811 1.257 -1.488  -0.30
C3 -0.036 1.337 -0.637  0.13
H1 -0.769 1.979 1.103  0.40
H2 -1.918 1.507 -0.002  0.40
H3 1.559 1.207 -2.248  0.25
H4 -0.667 -0.727 0.784  0.27

Calculated values
**Frontier orbital gap**: 10.1 eV
**Total charge**: 0
**SMILES**: C#[N+][O-].C#CN
**ΔE to the lowest compared entry with this formula, charge and spin**: 529.6 kJ/mol

9.
Entry from OMol25: 2 unconnected molecules or ions with the total composition C3H4N2O at a distorted geometry (wB97M-V/def2-TZVPD).

Each line ends with the natural charge from an NBO analysis.
Cartesian coordinates (Å):
O1 2.648 0.838 0.716  -0.50
N1 0.187 -1.778 -0.664  -0.66
N2 0.714 1.781 -0.300  -0.79
C1 -1.519 -0.149 0.207  -0.67
C2 1.721 1.270 0.148  0.87
C3 -0.554 -0.961 -0.132  0.44
H1 0.413 1.739 -1.260  0.43
H2 -1.492 0.676 0.904  0.26
H3 0.250 -2.668 -0.181  0.38
H4 -2.391 -0.778 0.053  0.25

Calculated values
**Frontier orbital gap**: 10.0 eV
**Total charge**: 0
**SMILES**: C=C=N.N=C=O
**ΔE to the lowest compared entry with this formula, charge and spin**: 209.1 kJ/mol

10.
Entry from OMol25: a single C3H4N2O molecule at a distorted geometry (wB97M-V/def2-TZVPD).

Each line ends with the natural charge from an NBO analysis.
Cartesian coordinates (Å):
O1 -1.805 1.326 -0.235  -0.65
N1 0.761 -0.395 1.145  -0.34
N2 -0.378 0.305 1.381  -0.30
C1 -0.876 0.427 0.174  0.41
C2 -0.124 -0.222 -0.830  -0.45
C3 0.972 -0.681 -0.156  -0.02
H1 1.873 -1.153 -0.511  0.22
H2 -0.481 -0.462 -1.822  0.24
H3 -1.301 1.481 -1.062  0.49
H4 1.359 -0.626 1.916  0.41

Calculated values
**Frontier orbital gap**: 10.0 eV
**Total charge**: 0
**SMILES**: Oc1cc[nH]n1
**ΔE to the lowest compared entry with this formula, charge and spin**: 169.0 kJ/mol

11.
Entry from OMol25: 2 unconnected molecules or ions with the total composition C3H4N2O at a distorted geometry (wB97M-V/def2-TZVPD).

Each line ends with the natural charge from an NBO analysis.
Cartesian coordinates (Å):
O1 -4.224 -0.396 -0.272  -0.55
N1 0.111 -1.405 0.117  -0.38
N2 1.216 -0.589 -0.251  -0.61
C1 -2.142 0.790 0.434  -0.27
C2 -3.075 -0.205 -0.057  0.48
C3 -1.709 -0.411 0.048  0.04
H1 1.359 -0.256 -1.254  0.34
H2 1.041 0.301 0.297  0.36
H3 -1.978 1.738 0.974  0.24
H4 -0.125 -2.085 -0.576  0.35

Calculated values
**Frontier orbital gap (spin up / spin down)**: 8.2 / 8.2 eV
**Total charge**: 0
**ΔE to the lowest compared entry with this formula, charge and spin**: 643.1 kJ/mol

12.
Entry from OMol25: a single C3H4N2O2 molecule at a distorted geometry (wB97M-V/def2-TZVPD).

Each line ends with the natural charge from an NBO analysis.
Cartesian coordinates (Å):
O1 -2.112 -1.656 -0.620  -0.59
O2 -0.155 -1.550 0.336  -0.47
N1 0.768 1.800 -0.465  -0.64
N2 -0.889 0.289 -0.686  -0.62
C1 -1.191 -0.953 -0.304  0.86
C2 0.733 -0.380 0.780  -0.16
C3 0.251 0.691 -0.017  0.38
H1 1.714 1.865 0.006  0.33
H2 0.525 -0.258 1.790  0.22
H3 -1.407 0.872 -1.393  0.46
H4 1.763 -0.720 0.573  0.24

Calculated values
**Frontier orbital gap**: 10.8 eV
**Total charge**: 0
**SMILES**: [H]/N=C1\COC(=O)N1
**ΔE to the lowest compared entry with this formula, charge and spin**: 167.8 kJ/mol

13.
Entry from OMol25: a molecular structure, C3H4N2O2 at a distorted geometry (wB97M-V/def2-TZVPD).

Each line ends with the natural charge from an NBO analysis.
Cartesian coordinates (Å):
O1 2.281 0.759 0.164  -0.32
O2 -0.638 0.895 -1.387  -0.43
N1 -0.652 -0.220 0.521  -0.56
N2 2.592 -0.004 1.160  -0.33
C1 -1.777 -0.466 -0.120  -0.11
C2 -0.069 0.653 -0.259  0.61
C3 -1.796 0.188 -1.322  0.00
H1 -2.313 -1.332 0.209  0.21
H2 2.364 -0.996 1.035  0.35
H3 2.556 0.386 2.168  0.35
H4 -2.548 0.136 -2.170  0.22

Calculated values
**Frontier orbital gap (spin up / spin down)**: 9.3 / 8.5 eV
**Total charge**: 0
**ΔE to the lowest compared entry with this formula, charge and spin**: 722.6 kJ/mol

14.
Entry from OMol25: a single C3H4N2O2 molecule (wB97M-V/def2-TZVPD).

Each line ends with the natural charge from an NBO analysis.
Cartesian coordinates (Å):
O1 -0.877 -0.981 -2.617  -0.60
O2 -1.564 -0.849 -0.449  -0.45
N1 0.385 0.026 -0.932  -0.63
N2 1.110 0.935 1.178  -0.80
C1 0.162 0.252 0.424  0.27
C2 -1.026 -0.297 0.710  -0.05
C3 -0.700 -0.637 -1.477  0.86
H1 2.051 0.689 0.895  0.38
H2 1.056 0.508 -1.507  0.42
H3 -1.608 -0.396 1.610  0.21
H4 1.009 0.750 2.168  0.39

Calculated values
**Frontier orbital gap**: 8.9 eV
**Total charge**: 0
**SMILES**: Nc1coc(=O)[nH]1
**ΔE to the lowest compared entry with this formula, charge and spin**: 118.5 kJ/mol

15.
Entry from OMol25: a single C3H4N2O2 molecule at a distorted geometry (wB97M-V/def2-TZVPD).

Each line ends with the natural charge from an NBO analysis.
Cartesian coordinates (Å):
O1 1.152 0.595 -1.453  -0.74
O2 -1.778 0.714 1.397  -0.32
N1 -0.753 1.740 1.328  0.14
N2 0.235 1.196 0.728  -0.25
C1 0.917 -0.719 -0.802  -0.08
C2 -1.193 -0.441 0.768  0.11
C3 0.082 -0.102 0.287  -0.01
H1 1.770 -1.462 -0.486  0.22
H2 1.143 1.371 -0.923  0.50
H3 0.077 -1.375 -1.610  0.20
H4 -1.653 -1.516 0.765  0.24

Calculated values
**Frontier orbital gap**: 10.4 eV
**Total charge**: 0
**SMILES**: OCc1conn1
**ΔE to the lowest compared entry with this formula, charge and spin**: 584.6 kJ/mol

16.
Entry from OMol25: a molecular structure, C3H4N2O2 at a distorted geometry (wB97M-V/def2-TZVPD).

Each line ends with the natural charge from an NBO analysis.
Cartesian coordinates (Å):
O1 0.778 1.122 0.030  -0.30
O2 2.316 -0.454 -0.045  -0.62
N1 -0.634 1.231 -0.042  -0.17
N2 0.009 -0.995 0.045  -0.57
C1 1.039 -0.160 0.048  0.78
C2 -2.430 -0.463 -0.006  -0.67
C3 -0.997 -0.028 0.004  0.33
H1 2.396 -1.387 -0.067  0.50
H2 -2.508 -1.569 -0.176  0.24
H3 -2.961 -0.019 -0.848  0.24
H4 -2.970 -0.121 0.909  0.24

Calculated values
**Frontier orbital gap**: 10.7 eV
**Total charge**: 0
**ΔE to the lowest compared entry with this formula, charge and spin**: 222.1 kJ/mol

17.
Entry from OMol25: a single C3H4N2O2 molecule at a distorted geometry (wB97M-V/def2-TZVPD).

Each line ends with the natural charge from an NBO analysis.
Cartesian coordinates (Å):
O1 -1.411 2.046 -0.037  -0.49
O2 -2.673 -0.573 -0.168  -0.49
N1 2.069 0.236 -0.174  -0.66
N2 -0.369 -0.011 0.262  -0.52
C1 -1.483 -0.826 0.013  0.54
C2 1.000 -0.460 0.100  0.28
C3 -0.337 1.433 0.049  0.51
H1 2.910 -0.432 -0.369  0.37
H2 -1.204 -1.851 0.159  0.12
H3 0.482 2.029 0.122  0.18
H4 1.017 -1.590 0.046  0.16

Calculated values
**Frontier orbital gap**: 10.5 eV
**Total charge**: 0
**SMILES**: [H]/N=C/N(C=O)C=O
**ΔE to the lowest compared entry with this formula, charge and spin**: 299.3 kJ/mol

18.
Entry from OMol25: a single C3H4N2O2 molecule at a distorted geometry (wB97M-V/def2-TZVPD).

Each line ends with the natural charge from an NBO analysis.
Cartesian coordinates (Å):
O1 -0.256 0.193 1.974  -0.47
O2 -2.016 0.426 0.459  -0.66
N1 0.263 1.212 -0.059  -0.64
N2 1.100 -0.695 -1.267  -0.77
C1 0.648 -0.166 -0.111  0.32
C2 -0.719 0.570 0.790  0.67
C3 0.023 -0.891 0.934  -0.16
H1 1.061 -1.701 -1.362  0.41
H2 -2.008 -0.558 0.520  0.50
H3 1.029 -0.151 -2.113  0.40
H4 0.913 1.788 0.476  0.39

Calculated values
**Frontier orbital gap**: 9.5 eV
**Total charge**: 0
**ΔE to the lowest compared entry with this formula, charge and spin**: 598.5 kJ/mol

19.
Entry from OMol25: a molecular structure, C3H4N2O2 at a distorted geometry (wB97M-V/def2-TZVPD).

Each line ends with the natural charge from an NBO analysis.
Cartesian coordinates (Å):
O1 -0.383 -2.640 -0.998  -0.55
O2 -2.053 -1.950 0.461  -0.58
N1 -0.366 -0.246 0.242  -0.70
N2 0.173 2.156 -0.349  -0.80
C1 1.503 0.128 0.524  -0.11
C2 -1.129 -2.109 -0.266  1.04
C3 0.645 0.961 0.109  0.28
H1 0.629 2.632 -1.123  0.40
H2 -0.781 1.922 -0.584  0.40
H3 2.392 -0.424 0.781  0.26
H4 -0.629 -0.430 1.202  0.36

Calculated values
**Frontier orbital gap**: 9.9 eV
**Total charge**: 0
**ΔE to the lowest compared entry with this formula, charge and spin**: 498.2 kJ/mol

20.
Entry from OMol25: 2 unconnected molecules or ions with the total composition C3H4N2O2 at a distorted geometry (wB97M-V/def2-TZVPD).

Each line ends with the natural charge from an NBO analysis.
Cartesian coordinates (Å):
O1 0.147 -0.258 -1.963  -0.52
O2 1.428 -1.404 1.003  -0.34
N1 2.099 -0.489 0.808  0.44
N2 2.741 0.395 0.647  -0.09
C1 -0.615 -0.715 -1.151  0.40
C2 -0.745 1.242 0.317  -0.29
C3 -1.091 -0.016 0.056  -0.33
H1 -1.114 1.766 1.183  0.20
H2 -0.102 1.792 -0.352  0.21
H3 -1.732 -0.572 0.725  0.21
H4 -1.016 -1.741 -1.271  0.11

Calculated values
**Frontier orbital gap**: 10.1 eV
**Total charge**: 0
**SMILES**: N#[N+][O-].C=CC=O
**ΔE to the lowest compared entry with this formula, charge and spin**: 411.0 kJ/mol